1.
# C12H16N2O3SV

C12H16N2O3SV as an isolated structure at a distorted geometry (ωB97M-V with the def2-TZVPD basis set, OMol25).

Positions of all 35 atoms, in Å:
C (5.6379, -1.5722, -0.4432)
O (4.7131, -0.5161, -0.8435)
C (4.5867, 0.4228, 0.2522)
C (3.4948, 1.5389, -0.1835)
C (2.1062, 1.3217, 0.5909)
C (0.8385, 1.0958, -0.4128)
C (-0.4673, 1.0530, 0.5218)
C (-1.4960, -0.1152, 0.1940)
C (-1.1760, -1.4550, -0.5071)
C (-2.2992, -2.5391, -0.7563)
C (-3.7762, -2.3277, -0.2650)
C (-4.0931, -0.9837, 0.4442)
N (-5.3483, -0.5151, 1.0006)
S (-5.0939, 1.0632, 1.6157)
N (-3.4209, 1.3459, 1.3275)
C (-2.9922, 0.1175, 0.6690)
H (6.1513, -1.3277, 0.5455)
H (6.3837, -1.7045, -1.3088)
H (5.0393, -2.5543, -0.3159)
H (5.5804, 0.9848, 0.4081)
H (4.2983, -0.1370, 1.2059)
H (3.3951, 1.5285, -1.3218)
H (3.9320, 2.5448, 0.1792)
H (2.0946, 0.4059, 1.2875)
H (1.8267, 2.2668, 1.1949)
H (0.7698, 1.9919, -1.1385)
H (0.9758, 0.1699, -1.0690)
H (-1.0169, 2.0680, 0.5585)
H (-0.1050, 0.8754, 1.6083)
H (-0.1166, -1.6782, -0.8647)
H (-1.9925, -3.5015, -1.3070)
H (-4.5757, -3.1383, -0.4250)
O (-9.0847, 0.2065, 0.1566)
V (-7.9393, 1.0865, -0.8028)
O (-6.8302, 1.9775, -1.7956)

Atoms 1-6, force components in eV/Å:
-0.22 -0.77 -0.64
0.79 -0.09 1.75
-0.29 1.16 -0.79
0.54 -0.35 1.51
-1.15 0.16 -1.06
0.41 0.77 0.38

Output
Frontier orbital gap in eV: 2.52
Net charge: +1
LUMO level in eV: -9.02


2.
# C12H16N2O4

A single C12H16N2O4 molecule at a distorted geometry (ωB97M-V with the def2-TZVPD basis set, OMol25).

Positions of all 34 atoms, in Å:
C (2.1854, 1.2348, 0.0048)
C (0.6074, 1.1717, -0.3057)
C (2.7675, -0.0164, -0.5815)
C (-1.7060, 1.2462, 0.2430)
C (-2.8918, 1.3822, 1.2216)
C (-1.9259, 0.1013, -0.7335)
C (-0.9573, -1.0983, -0.6559)
C (-0.2424, -1.5792, -1.8002)
C (-0.5799, -1.7932, 0.5583)
C (0.6014, -2.7011, -1.8408)
C (0.2852, -2.9114, 0.5354)
C (0.8644, -3.2717, -0.6734)
H (2.9953, 2.2954, 1.4080)
H (2.7624, 0.9307, 1.9105)
H (2.4981, 2.0177, -0.5856)
H (2.2351, 0.1560, -1.5602)
H (2.5649, -1.0080, -0.1459)
H (4.6542, -0.1867, -1.2708)
H (-0.0021, 1.8530, 1.5009)
H (-1.7733, 2.1462, -0.3564)
H (-2.8911, -0.5080, -0.6533)
H (-2.0202, 0.4479, -1.8814)
H (-0.3456, -1.0457, -2.7442)
H (-0.9574, -1.5386, 1.4825)
H (0.8778, -3.0276, -2.8646)
H (0.7144, -3.3219, 1.5378)
H (1.5371, -4.1891, -0.6130)
H (-3.7616, 0.5086, 2.6756)
N (2.2394, 1.6566, 1.4576)
N (-0.3374, 1.2431, 0.7451)
O (0.2865, 1.3115, -1.4988)
O (4.1879, 0.1282, -0.4929)
O (-3.7264, 2.2697, 1.1460)
O (-2.8042, 0.4885, 2.2094)

Atoms 1-6, force components in eV/Å:
-4.60 -1.47 3.15
0.25 2.20 -1.29
0.25 0.21 -0.24
-0.44 1.29 -0.68
0.94 1.60 0.10
-1.32 -2.80 -3.04

Output
Frontier orbital gap in eV: 9.51
SMILES string: N[C@@H](CO)C(=O)N[C@@H](Cc1ccccc1)C(=O)O
Energy above the lowest of the compared OMol25 structures with the same formula, charge and spin in kcal per mole: 82.2
Net charge: 0
LUMO level in eV: 0.55


3.
# C12H16Si

A 3-piece molecular cluster, C12H16Si overall at a distorted geometry (ωB97M-V with the def2-TZVPD basis set, OMol25).

Positions of all 29 atoms, in Å:
C (-0.7769, 0.2509, -1.1750)
C (0.1400, -0.3907, -0.7328)
C (3.7456, 1.7777, 1.1300)
C (3.4384, 1.3329, -0.2048)
C (4.1956, 0.9589, 2.0914)
C (3.5974, -0.0227, -0.4621)
C (4.4190, -0.3217, 1.7736)
C (4.0816, -0.8630, 0.5436)
C (-1.7367, 1.0955, -1.8904)
C (-4.2794, -1.6928, 0.5862)
C (-5.4160, 0.2955, -0.3980)
C (-5.3338, -0.9410, 0.4445)
Si (4.2451, -2.6573, 0.2098)
H (3.6033, 2.8168, 1.3574)
H (3.1636, 1.9629, -0.9840)
H (4.2776, 1.4172, 3.0742)
H (3.2874, -0.4983, -1.3621)
H (4.8056, -1.0926, 2.4697)
H (-2.4954, 1.6964, -1.3354)
H (-1.2598, 1.7995, -2.4909)
H (-2.1272, 0.3871, -2.6164)
H (0.7858, -1.2144, -0.5323)
H (-4.3082, -2.5553, 1.2586)
H (-3.3509, -1.6897, 0.1244)
H (-6.2203, 0.3773, -1.1401)
H (-4.4612, 0.3128, -1.0973)
H (-5.5075, 1.1729, 0.2525)
H (-6.1984, -1.0038, 1.0695)
H (5.6854, -2.7113, 0.0363)

Atoms 1-6, force components in eV/Å:
0.43 0.86 0.40
-0.61 -0.55 -0.41
-1.28 1.40 -3.63
1.35 -1.32 2.60
-0.09 1.34 1.72
-0.18 0.23 1.10

Output
Frontier orbital gap in eV: 7.31
Energy above the lowest of the compared OMol25 structures with the same formula, charge and spin in kcal per mole: 163.3
Net charge: 0
LUMO level in eV: -0.82


4.
# C12H17AlNO2

C12H17AlNO2 as an isolated structure at a distorted geometry (ωB97M-V with the def2-TZVPD basis set, OMol25).

Positions of all 33 atoms, in Å:
C (6.9933, -0.5298, 0.4906)
C (6.4662, 0.6722, 0.2898)
C (5.6671, 2.0675, 0.0333)
Al (3.8110, 1.5382, -0.7154)
C (2.2814, 2.7539, 0.0090)
C (0.9242, 1.8706, -0.1951)
C (0.0180, 1.9446, -1.4803)
C (-1.2375, 0.9792, -1.5300)
C (-1.5980, -0.0308, -0.3695)
C (-2.8394, -1.0518, -0.4174)
C (-0.6845, -0.0684, 0.9409)
C (0.5616, 0.8812, 1.0002)
H (7.0313, -1.6840, 0.5736)
H (5.6232, 2.7332, 0.9685)
H (6.2696, 2.6380, -0.7785)
H (3.7755, 1.3557, -2.2907)
H (3.4998, 0.0834, -0.0878)
H (2.3743, 2.9419, 1.1527)
H (2.2201, 3.7646, -0.5489)
H (0.2930, 2.6756, -2.3204)
H (-1.9589, 0.9667, -2.4422)
H (-3.1338, -1.3731, -1.4986)
H (-3.7555, -0.7006, 0.1765)
H (-2.4657, -2.0366, 0.0874)
H (-0.9645, -0.8180, 1.7646)
H (1.2365, 0.8619, 1.9427)
C (-5.6618, -3.8357, 0.8713)
N (-5.9165, -2.3988, 0.5897)
O (-6.5274, -2.1268, -0.4348)
O (-5.4939, -1.5936, 1.4066)
H (-6.0900, -4.4327, 0.0670)
H (-4.5818, -3.9742, 0.9218)
H (-6.1368, -4.0734, 1.8231)

Atoms 1-6, force components in eV/Å:
-3.42 5.31 -1.14
1.46 -4.81 1.00
2.39 -1.02 -0.08
-0.27 -0.52 0.84
-2.00 -0.28 0.17
-1.59 -0.83 0.16

Output
Frontier orbital gap in eV: 6.03
Net charge: -1
LUMO level in eV: 1.66


5.
# C12H17AsN4OS2SeZn

C12H17AsN4OS2SeZn as an isolated structure (ωB97M-V with the def2-TZVPD basis set, OMol25).

Positions of all 39 atoms, in Å:
Zn (2.6212, -1.7274, -0.5826)
S (1.0228, -3.1269, -1.2349)
C (2.1781, -4.3326, -1.7818)
C (1.5973, -5.6371, -2.0728)
N (1.1255, -6.6689, -2.2810)
C (3.5138, -4.1524, -1.9157)
S (4.4092, -2.6874, -1.5340)
C (4.3377, -5.2560, -2.3929)
N (5.0096, -6.1046, -2.7891)
C (-0.0358, 1.3537, -1.1245)
As (1.7183, 1.5858, -0.4347)
C (1.5985, 2.3105, 1.3123)
C (2.6382, 2.8406, -1.5213)
O (2.5702, 0.1572, -0.4046)
H (-0.6876, 2.1541, -0.7744)
H (-0.3907, 0.3828, -0.7656)
H (0.0155, 1.3479, -2.2100)
H (0.9685, 3.1994, 1.3049)
H (2.5997, 2.5628, 1.6465)
H (1.1734, 1.5497, 1.9618)
H (2.0597, 3.7601, -1.5891)
H (2.7700, 2.4052, -2.5050)
H (3.6085, 3.0385, -1.0789)
C (-3.5456, 0.5155, -0.9863)
N (-3.3028, 0.7882, 0.4294)
C (-3.9809, 1.7547, 1.1736)
C (-3.5064, 1.6892, 2.4219)
N (-2.5419, 0.6828, 2.4384)
C (-1.7818, 0.2712, 3.6152)
C (-2.3999, 0.1194, 1.2045)
Se (-1.2467, -1.2360, 0.7084)
H (-4.6171, 0.5204, -1.1743)
H (-3.1347, -0.4607, -1.2183)
H (-3.0640, 1.2639, -1.6163)
H (-4.7454, 2.3861, 0.7460)
H (-3.7738, 2.2535, 3.3035)
H (-2.3184, 0.5995, 4.5031)
H (-0.7831, 0.7048, 3.6046)
H (-1.6789, -0.8074, 3.6139)

Atoms 1-6, force components in eV/Å:
-0.03 0.02 -0.57
-0.12 -0.25 0.13
-0.46 -0.55 -0.10
0.19 0.27 0.03
0.14 0.41 0.06
0.64 -0.39 -0.15

Output
Frontier orbital gap in eV: 7.06
Energy above the lowest of the compared OMol25 structures with the same formula, charge and spin in kcal per mole: 31.0
Net charge: 0
LUMO level in eV: -0.29


6.
# C12H17BBaN6O2

C12H17BBaN6O2 as an isolated structure at a distorted geometry (ωB97M-V with the def2-TZVPD basis set, OMol25).

Positions of all 39 atoms, in Å:
H (-0.3094, 3.0780, 0.6249)
N (0.0079, 1.7517, -1.0108)
B (0.6591, 0.7126, -3.2378)
N (0.5710, 1.9299, -2.2644)
C (0.9826, 3.2037, -2.4060)
Ba (-1.0528, -0.4825, -0.1657)
H (1.4548, 3.5193, -3.3247)
C (0.6796, 3.8888, -1.2235)
H (0.8686, 4.9203, -1.0074)
C (0.0737, 2.9421, -0.3808)
H (1.0601, 1.0696, -4.3071)
C (-1.9348, -2.5862, 0.2747)
H (-2.6131, -3.3217, 0.6995)
H (-0.9183, -2.7472, 0.6878)
H (-1.9820, -2.6627, -0.8380)
N (-0.7675, 0.0756, -3.4098)
N (1.6024, -0.3650, -2.6265)
N (-1.4658, -0.5322, -2.3166)
N (1.2617, -0.9947, -1.4417)
C (-1.5450, 0.0424, -4.5038)
C (2.7847, -0.8244, -3.0768)
H (-1.1836, 0.4898, -5.4320)
H (3.2059, -0.4227, -3.9875)
C (-2.7517, -0.5976, -4.1920)
C (3.2372, -1.7925, -2.1785)
C (-2.6748, -0.9532, -2.8384)
C (2.2542, -1.8700, -1.1753)
H (-3.5694, -0.7622, -4.8782)
H (4.1476, -2.3516, -2.2465)
H (-3.4166, -1.4881, -2.2405)
H (2.2268, -2.5131, -0.3043)
H (-2.4434, -1.4706, 0.7067)
C (0.1012, -1.5756, 4.5704)
O (-1.0994, -0.0188, 4.7339)
C (-1.4565, 0.5379, 3.7549)
O (-1.7651, 1.0309, 2.7342)
H (0.5038, -1.5607, 5.5793)
H (0.7579, -1.2485, 3.7651)
H (-0.6391, -2.3360, 4.3323)

Atoms 1-6, force components in eV/Å:
0.04 -0.14 -0.20
0.75 1.67 -0.89
-0.05 -0.15 0.58
-0.60 -0.08 1.23
-0.40 -0.14 0.81
4.55 5.24 3.63

Output
Frontier orbital gap (spin up / spin down) in eV: 7.25 / 3.93
Net charge: 0
LUMO level (spin up / spin down) in eV: 0.05 / 0.28


7.
# C12H17BF16O4P2S

A 3-piece molecular cluster, C12H17BF16O4P2S overall (ωB97M-V with the def2-TZVPD basis set, OMol25).

Positions of all 53 atoms, in Å:
C (6.0220, -1.9421, 2.7002)
C (5.6430, -0.9671, 1.5916)
O (4.3136, -0.4789, 1.7954)
B (3.9836, 0.7588, 2.2450)
O (4.5414, 1.9197, 1.7878)
P (2.5739, 1.0117, 3.5873)
P (1.2715, -0.5900, 2.8481)
S (1.0745, -2.2133, 3.9061)
H (6.7098, -1.4951, 3.4181)
H (6.4978, -2.8356, 2.2972)
H (5.1227, -2.2538, 3.2317)
H (5.6590, -1.4478, 0.6138)
H (6.3404, -0.1233, 1.5553)
H (5.3015, 1.7921, 1.2035)
H (3.1082, 0.1691, 4.5842)
H (0.0616, 0.0912, 2.6557)
H (1.7020, -0.7681, 1.5217)
C (-1.3696, 3.7787, 0.3948)
C (-0.3894, 2.6056, 0.5177)
C (1.0559, 2.8050, 0.0376)
F (1.0945, 3.0368, -1.2871)
F (1.7407, 1.6595, 0.2831)
F (-0.9040, 1.5028, -0.0698)
F (-0.2655, 2.3509, 1.8560)
O (-2.2471, 3.7185, -0.7092)
C (-1.9562, 4.2853, -1.9152)
C (-2.0176, 3.2450, -3.0473)
F (-1.1027, 2.2785, -2.8329)
F (-1.7265, 3.8566, -4.2159)
F (-0.7742, 4.9300, -1.9097)
F (-2.9137, 5.2053, -2.1867)
H (-2.0158, 3.6885, 1.2664)
H (-0.8412, 4.7300, 0.4604)
H (1.5376, 3.6252, 0.5751)
H (-3.0152, 2.8051, -3.0971)
C (-3.0972, -2.6717, -2.8388)
C (-2.4280, -4.0039, -2.4751)
C (-3.2460, -4.9996, -1.6417)
F (-3.5228, -4.4816, -0.4277)
F (-2.5193, -6.1245, -1.4695)
F (-1.2338, -3.7931, -1.8948)
F (-2.2145, -4.6431, -3.6687)
O (-2.7469, -1.5685, -2.0288)
C (-3.4681, -1.2122, -0.9287)
C (-2.5876, -1.1783, 0.3317)
F (-2.0846, -2.4006, 0.5788)
F (-3.3533, -0.8027, 1.3824)
F (-4.5562, -1.9834, -0.7517)
F (-3.9099, 0.0616, -1.1192)
H (-2.7064, -2.4286, -3.8253)
H (-4.1772, -2.7951, -2.9219)
H (-4.1792, -5.2536, -2.1513)
H (-1.7854, -0.4559, 0.1876)

Atoms 1-6, force components in eV/Å:
0.05 -0.04 0.05
-0.02 0.13 -0.25
-0.01 -0.09 0.48
0.02 0.06 -0.23
0.37 -0.06 0.23
-0.21 0.35 -0.04

Output
Frontier orbital gap in eV: 8.48
SMILES string: FC(F)C(F)(F)COC(F)(F)C(F)F.FC(F)C(F)(F)COC(F)(F)C(F)F.CCOB(O)P[PH2]=S
Net charge: 0
LUMO level in eV: 0.25


8.
# C12H17BN6OZn

C12H17BN6OZn as an isolated structure at a distorted geometry (ωB97M-V with the def2-TZVPD basis set, OMol25).

Positions of all 38 atoms, in Å:
H (1.0415, 3.4841, 0.9789)
N (0.4748, 1.9316, -0.3557)
B (0.0299, 0.5046, -2.4332)
N (0.4192, 1.8420, -1.7384)
C (0.7566, 3.0281, -2.2657)
Zn (0.0019, 0.3121, 0.8064)
H (0.7627, 3.1631, -3.3371)
C (1.0448, 3.9049, -1.2372)
H (1.3321, 4.9352, -1.3176)
C (0.8818, 3.1760, -0.0446)
H (0.0650, 0.5843, -3.6261)
C (-2.2861, -2.7015, 3.9125)
H (-2.1837, -3.6150, 4.5274)
H (-1.3221, -2.4589, 3.4120)
H (-3.0291, -2.8846, 3.1301)
N (-1.3736, 0.1043, -1.8840)
N (1.0240, -0.5729, -1.8927)
N (-1.5478, -0.0575, -0.5167)
N (1.1082, -0.8216, -0.5293)
C (-2.5255, -0.1780, -2.5082)
C (1.8607, -1.3972, -2.5474)
H (-2.5861, -0.0854, -3.5818)
H (1.9338, -1.3498, -3.6265)
C (-3.4664, -0.5467, -1.5528)
C (2.5006, -2.1972, -1.6123)
C (-2.8137, -0.4606, -0.3124)
C (2.0193, -1.7886, -0.3569)
H (-4.4776, -0.8587, -1.7175)
H (3.1995, -2.9837, -1.7983)
H (-3.1904, -0.6775, 0.6812)
H (2.2804, -2.1461, 0.6289)
H (-2.5854, -1.8355, 4.5072)
C (1.6003, 0.3413, 3.4630)
C (1.6910, 0.5688, 1.9914)
O (2.6462, 0.8998, 1.3313)
H (1.3555, -0.7201, 3.6247)
H (0.7910, 0.9648, 3.8689)
H (2.5666, 0.5920, 3.9283)

Atoms 1-6, force components in eV/Å:
-0.09 -0.14 -0.11
0.25 1.15 -1.20
0.34 -0.10 1.17
-0.05 0.49 1.29
-0.05 -0.09 0.23
0.84 0.06 -0.63

Output
Frontier orbital gap in eV: 7.72
Net charge: 0
LUMO level in eV: 0.37